DFT (ωB97M-V/def2-TZVPD) results for a molecular structure, C43H22Cl2F5N10O4Ti in a non-equilibrium geometry.

Output
Kohn-Sham gap (Ha): 0.1663
Electronic energy (Eh): -4769.74646
Highest occupied orbital energy (eV): -4.2
Energy above the lowest of the compared OMol25 structures with the same formula, charge and spin (kcal/mol): 14.7
Multiplicity: 1
Charge: -1

Atoms and positions in Å:
C 0.043 -0.241 -4.936
N -5.688 -2.205 -1.151
H -2.856 -1.697 -0.222
N -0.136 -0.994 -2.687
C 3.788 -3.220 -0.487
N 3.833 7.466 5.246
C 1.922 4.087 0.451
H -1.257 2.010 -1.068
C -1.660 -5.486 1.509
H 5.009 -0.849 -2.578
C 0.147 -0.035 -3.572
C -0.681 -2.469 -4.480
H 4.116 -4.124 0.009
C -0.547 -2.182 -3.135
H 3.478 0.410 0.521
C -4.509 1.163 -0.922
H 2.254 2.984 3.734
C -4.697 -2.911 -1.908
C -1.321 -4.884 0.307
N -0.305 6.526 5.662
C -4.326 -0.190 -0.659
C 2.499 -2.726 -0.330
C 1.836 5.570 2.964
F 3.989 6.372 2.351
C 2.093 2.125 3.095
C -0.855 -2.828 1.489
C -1.232 -3.428 2.684
H 3.970 2.314 2.052
C -5.570 -1.021 -0.482
N 0.803 1.016 -0.866
C 0.927 1.380 3.194
H 2.733 0.026 -2.283
C 0.790 4.746 2.509
N -0.325 -1.543 1.335
Ti 0.149 -0.869 -0.478
N -0.625 -2.768 -0.844
H -1.360 -5.461 -0.601
C 2.922 5.609 2.067
H 0.290 0.563 -5.614
C 1.802 6.280 4.206
C 2.008 3.240 -0.750
Cl -2.077 -5.477 4.197
O -6.487 -0.582 0.183
F -0.231 3.283 1.009
C 0.628 6.393 4.991
C 3.000 -0.895 -1.776
C 4.294 -1.371 -1.956
C -0.935 -3.551 0.293
C -2.145 1.411 -0.947
C -0.372 -1.480 -5.398
C -3.403 1.972 -1.076
C 3.047 1.759 2.153
C 1.350 2.056 -0.828
C 0.779 0.308 2.331
H -5.216 -3.502 -2.668
Cl -2.139 -7.151 1.492
H -3.495 3.029 -1.282
C -3.034 -0.663 -0.492
C 2.964 4.901 0.887
C 2.077 -1.551 -0.960
C -0.372 -0.642 2.395
C 4.660 -2.529 -1.303
N -1.954 0.124 -0.642
H -3.260 -4.194 -1.560
O -1.460 -4.237 -2.435
H -1.022 -3.454 -4.765
N 3.561 3.568 -2.776
F -0.310 4.575 3.263
H 0.148 1.606 3.908
H -6.515 -2.719 -0.886
C 2.785 0.697 1.303
C 0.836 4.058 1.319
H 0.471 0.913 -3.166
C 2.882 3.466 -1.848
H -4.058 -2.186 -2.423
C -0.907 -3.192 -2.085
C -1.629 -4.756 2.688
H -0.456 -1.670 -6.460
F 4.080 4.984 0.140
H -1.219 -2.877 3.610
F 5.916 -3.004 -1.467
H 1.822 -3.275 0.317
O -3.956 -3.742 -1.049
O -1.185 -0.632 3.291
H -5.516 1.554 -0.993
C 2.938 6.928 4.751
N 1.663 -0.013 1.389

Here are the Löwdin charges for atoms 1 to 2, given in e: -0.03, 0.11

DFT (ωB97M-V/def2-TZVPD) results for a molecular structure, C43H29BrF12N4O7PdS in a non-equilibrium geometry.

Output
Kohn-Sham gap (alpha / beta) (Ha): 0.1557 / 0.1557
Electronic energy (Eh): -6700.32719
Highest occupied orbital energy (alpha / beta) (eV): -2.5 / -2.5
Multiplicity: 1
Charge: -2

Atoms and positions in Å:
C 0.507 -3.852 -1.665
C 0.853 -5.938 -0.537
C -4.398 -2.476 1.480
C 0.879 3.087 1.190
H -5.481 0.318 -0.346
H 1.592 7.040 3.886
H -3.393 0.695 2.468
O -6.552 -3.007 5.630
C -1.629 -1.520 -0.832
F 2.728 3.691 -1.426
F -2.317 4.595 -1.288
H 3.758 4.787 1.856
N -0.569 -1.458 0.025
H -3.687 -1.771 -1.140
H -1.023 3.704 1.996
H -5.625 -2.435 -0.320
C 3.276 2.425 0.579
C 0.778 -1.659 -0.489
C -1.343 1.601 -3.242
O 0.116 2.942 -2.037
S -5.502 -3.835 5.055
H -0.994 1.204 2.415
C -5.523 -3.309 3.280
H -7.604 -3.392 0.850
C 1.392 -3.873 0.562
H -3.746 1.914 -1.590
H -1.398 -1.385 -1.877
F -2.542 1.004 -3.406
H 0.842 -1.243 -1.507
C 4.185 -1.578 -3.199
C 6.646 -2.861 -3.314
H 0.215 -3.299 -2.544
C -1.770 2.011 -0.777
H 4.970 -0.497 -1.524
H -5.563 0.646 1.387
H 3.253 6.430 3.821
C 5.170 -1.249 -2.273
H -0.172 5.612 3.239
F 5.341 1.292 0.931
C 4.436 -2.529 -4.180
H 2.602 7.365 2.473
C -1.603 1.362 1.535
F 4.278 2.215 -1.614
C 0.511 5.009 2.655
C -0.811 -1.606 1.366
F 5.368 3.296 1.650
C -2.951 1.082 1.561
C 2.276 3.372 1.250
F -1.332 4.736 -3.182
C -3.127 1.738 -0.722
H 1.668 -5.808 1.435
O 1.825 -1.564 -3.430
C -2.044 -1.892 1.845
C -5.222 1.035 0.431
H 1.766 -3.345 1.426
F 4.225 1.823 2.689
N -6.666 -3.536 2.671
H 0.045 -1.483 2.010
Br 7.746 -1.522 -1.067
C 1.855 5.362 2.588
C 2.715 4.516 1.891
C -2.895 -1.759 -0.408
C 2.356 6.621 3.234
C -3.742 1.279 0.436
C -1.170 2.609 -2.057
C 0.034 3.919 1.973
H 3.651 -2.770 -4.880
H 1.512 -1.175 0.167
O 2.842 1.176 0.359
C 6.379 -1.911 -2.342
F -1.060 2.157 -4.423
Pd 1.485 1.348 -1.383
H 0.082 -5.762 -2.526
O -5.811 -5.256 4.969
C -6.676 -3.197 1.373
C -1.997 3.898 -2.390
H 0.792 -7.018 -0.526
H -5.754 1.961 0.210
F 4.677 4.070 -0.620
C 0.959 -3.160 -0.548
C 0.453 -5.233 -1.659
C -5.586 -2.671 0.729
N 0.369 2.153 0.380
C 3.749 3.102 -0.766
H 7.605 -3.359 -3.341
C -0.970 1.850 0.377
C 4.553 2.234 1.457
H -2.223 -2.028 2.899
N -4.435 -2.809 2.802
O -4.164 -3.542 5.534
C -3.159 -2.030 0.965
F -3.171 3.661 -3.023
C 5.667 -3.157 -4.247
C 1.342 -5.257 0.565
O 2.849 0.279 -2.699
F -0.468 0.587 -3.057
H 5.872 -3.885 -5.021
C 2.819 -0.911 -3.110

Here are the Löwdin charges for atoms 1 to 2, given in e: -0.03, -0.10